1.
This record from OMol25 describes the molecule C2H4OS3 at a distorted geometry. The level of theory is ωB97M-V/def2-TZVPD.

XYZ file:
```
10
Properties=species:S:1:pos:R:3:forces:R:3
C 0.433810 -0.024591 -0.507404 1.197 0.376 -0.580
C 0.239396 -0.251176 0.982510 1.128 -0.059 -2.070
O 2.818354 0.766769 0.199277 -0.059 -0.014 0.621
S -0.901174 -0.370167 -1.612567 -0.021 -0.308 1.201
S -0.270543 -0.062692 -3.510837 0.386 -0.001 0.038
S 1.890257 0.631180 -0.932998 -0.939 -0.419 -1.288
H 0.169135 0.821594 1.277612 0.633 -1.095 1.077
H 1.158001 -0.944999 1.225282 -2.034 1.715 0.555
H -0.742912 -0.675422 1.026307 -0.371 -0.710 0.912
H -0.191798 1.245512 -3.293049 0.080 0.515 -0.465
```
Positions in Å, forces in eV/Å.

Atom charges from the natural (NBO) analysis, given in e for atoms 1 to 5:
1. C -0.49
2. C -0.67
3. O -0.93
4. S 0.20
5. S -0.08

=====

2.
This record from OMol25 describes a structure of composition H28HeO14 at a distorted geometry. The level of theory is ωB97M-V/def2-TZVPD.

XYZ file:
```
43
Properties=species:S:1:pos:R:3:forces:R:3
He -4.973550 17.622690 -13.344480 0.117 -0.037 0.077
O -6.312600 17.377700 -11.050770 -0.158 -0.120 0.347
H -6.081300 18.202090 -11.478680 0.319 0.648 0.086
H -6.846670 16.914090 -11.695790 -0.159 -0.442 -0.396
O -7.666860 16.109500 -13.127840 -0.019 -0.591 0.672
H -8.382210 15.850640 -12.546890 -0.320 -0.334 0.051
H -7.984290 16.901830 -13.561070 -0.349 0.914 -0.265
O -5.877870 18.272060 -15.466000 -0.733 -0.341 -0.139
H -5.233810 18.886080 -15.113330 0.623 0.507 0.300
H -6.092300 18.620000 -16.331550 -0.072 0.019 -0.352
O -3.894430 14.594000 -12.511170 -0.012 -0.241 0.237
H -3.792700 14.390520 -11.581390 0.214 -0.105 0.204
H -4.710160 15.092430 -12.559910 -0.403 0.233 -0.306
O -8.214280 18.686800 -13.940630 -0.592 -0.007 0.263
H -7.381800 18.689570 -14.413080 0.794 -0.091 -0.692
H -8.151510 19.429010 -13.339460 -0.210 0.083 0.237
O -2.382180 18.806980 -12.566770 0.062 0.060 0.205
H -3.220120 18.989410 -12.991970 -0.448 -0.005 -0.157
H -1.739410 19.290340 -13.085840 0.269 0.010 -0.096
O -4.584900 16.900440 -9.102490 0.526 -0.105 0.750
H -4.094430 16.150730 -9.439530 0.262 -0.088 0.021
H -5.266720 17.054740 -9.756360 -0.780 -0.061 -0.563
O -1.840360 18.110890 -15.739280 -0.043 1.064 -0.431
H -0.927650 18.198460 -15.464460 0.243 -0.057 -0.020
H -2.152810 17.326880 -15.287700 -0.305 -0.733 0.621
O -4.011040 20.140720 -14.763850 -0.156 0.128 0.150
H -3.222140 19.858930 -15.226950 0.570 -0.533 -0.464
H -3.727430 20.890690 -14.241030 -0.182 0.285 0.223
O -0.988570 17.019830 -11.124920 0.292 -0.277 0.389
H -1.594170 17.261120 -11.825820 -0.336 0.299 -0.328
H -0.583840 16.206630 -11.426830 0.153 -0.213 0.008
O -3.251070 19.266260 -9.702070 -0.005 1.062 -0.081
H -3.786240 18.476540 -9.623590 -0.149 -0.689 0.424
H -2.641160 19.073070 -10.414050 0.256 -0.059 -0.260
O -5.532200 19.981750 -11.677920 -0.149 -0.007 -0.582
H -6.266630 20.507380 -11.995020 -0.200 0.190 -0.086
H -5.106740 20.534600 -11.022500 0.509 -0.138 0.570
O -5.860300 15.433370 -14.955320 0.600 -0.597 -0.352
H -6.541880 15.542750 -14.292220 -0.309 -0.139 0.165
H -5.705190 16.317340 -15.288130 0.100 0.359 -0.106
O -2.504280 15.704930 -14.482180 0.695 0.554 -0.834
H -2.700780 15.231940 -15.290820 -0.102 -0.192 -0.221
H -2.936380 15.196620 -13.795780 -0.410 -0.213 0.730
```
Positions in Å, forces in eV/Å.

Atom charges from the natural (NBO) analysis, given in e for atoms 1 to 5:
1. He 0.00
2. O -1.00
3. H 0.50
4. H 0.49
5. O -0.98

=====

3.
This record from OMol25 describes the molecule C19H16Cl3N3O. The level of theory is ωB97M-V/def2-TZVPD.

XYZ file:
```
42
Properties=species:S:1:pos:R:3:forces:R:3
C 0.179757 3.608097 -0.637221 0.052 -0.086 -0.010
C 0.535376 2.169147 -0.741690 -0.038 -0.546 -0.211
N 1.719021 1.725917 -0.367562 0.413 0.682 0.354
N 1.740982 0.407947 -0.588886 -0.736 -0.103 -0.238
C 0.567887 0.002178 -1.134414 -0.154 0.428 -0.127
C -0.252297 1.109341 -1.246105 0.305 -0.341 -0.045
C -1.658546 1.140653 -1.731126 0.159 -0.013 -0.366
N -2.503510 0.197378 -0.989502 0.292 0.236 -0.008
C -3.587030 -0.293136 -1.640995 -0.385 -0.114 0.122
O -3.832838 0.002021 -2.791701 -0.153 -0.033 -0.150
C -4.519163 -1.198762 -0.848990 -0.113 -0.005 -0.093
H -4.433315 -1.069995 0.228330 -0.057 -0.028 -0.119
H -5.540909 -1.026511 -1.187515 0.193 0.057 0.051
Cl -4.135484 -2.898048 -1.235071 -0.089 -0.164 -0.040
C -2.121276 -0.091439 0.339717 -0.064 -0.232 0.590
C -1.867599 -1.395910 0.753299 -0.046 0.232 -0.064
C -1.400001 -1.645163 2.029909 0.018 0.087 0.193
C -1.171664 -0.587884 2.896430 -0.080 0.008 -0.239
C -1.430676 0.715848 2.502146 0.049 -0.056 0.061
C -1.905833 0.958784 1.228441 -0.134 -0.241 -0.042
H -2.112655 1.971069 0.919728 -0.009 0.143 -0.062
H -1.256960 1.532000 3.185054 0.029 0.061 0.084
Cl -0.554687 -0.895950 4.479467 0.066 -0.036 0.189
H -1.198785 -2.656537 2.345960 0.020 -0.090 0.061
H -2.023073 -2.217288 0.072650 0.033 -0.014 -0.046
H -2.061563 2.154876 -1.642103 0.022 -0.046 -0.095
H -1.723327 0.845867 -2.784192 -0.035 0.152 0.176
Cl 0.279439 -1.591067 -1.668487 -0.054 0.022 -0.175
C 2.870939 -0.348379 -0.233772 0.640 -0.301 0.189
C 2.738948 -1.607032 0.339451 -0.072 0.156 -0.016
C 3.874876 -2.318100 0.683085 0.055 -0.021 -0.018
C 5.131829 -1.776184 0.473432 0.048 -0.058 0.034
C 5.256426 -0.509223 -0.073321 -0.014 -0.013 0.018
C 4.129751 0.208050 -0.428347 -0.161 0.000 -0.065
H 4.201815 1.198228 -0.849163 0.018 0.077 -0.042
H 6.234732 -0.079569 -0.226836 0.074 0.046 -0.017
H 6.013206 -2.337356 0.744575 0.075 -0.046 0.026
H 3.775013 -3.297488 1.126095 -0.016 -0.076 0.041
H 1.760420 -2.018419 0.530306 -0.059 -0.012 0.033
H -0.076061 4.008593 -1.616807 -0.030 0.106 -0.015
H 1.029834 4.153188 -0.238822 0.023 0.095 0.030
H -0.672999 3.750259 0.024555 -0.084 0.087 0.049
```
Positions in Å, forces in eV/Å.

## Properties
- SMILES string = Cc1nn(-c2ccccc2)c(Cl)c1CN(C(=O)CCl)c1ccc(Cl)cc1

Atom charges from the natural (NBO) analysis, given in e for atoms 1 to 5:
1. C -0.64
2. C 0.17
3. N -0.26
4. N -0.21
5. C 0.13

=====

4.
This record from OMol25 describes a structure of composition C6H4O. The level of theory is ωB97M-V/def2-TZVPD.

XYZ file:
```
11
Properties=species:S:1:pos:R:3:forces:R:3
C -2.177455 0.122359 -0.603252 -0.017 0.026 -0.366
C -0.953581 0.318630 -1.179747 0.004 0.030 0.321
C 0.298681 0.509267 -1.123497 -0.347 -0.094 0.017
C 0.667038 0.156605 0.234632 -0.032 -0.030 0.151
O -0.174342 0.159752 1.184907 -0.042 0.003 -0.248
C 2.008702 -0.239329 0.552307 0.539 -0.120 0.112
C 3.144568 -0.554159 0.798132 -0.457 0.112 -0.105
H -2.742255 1.014893 -0.329324 0.114 -0.087 -0.014
H -1.238034 0.087457 0.600578 0.284 0.011 0.121
H -2.784137 -0.742971 -0.865593 0.118 0.101 0.049
H 4.151234 -0.837956 1.015844 -0.163 0.049 -0.036
```
Positions in Å, forces in eV/Å.

Atom charges from the natural (NBO) analysis, given in e for atoms 1 to 5:
1. C -0.74
2. C 0.19
3. C -0.33
4. C 0.47
5. O -0.57

=====

no.,LUMO (eV),DFT total energy (a.u.)
1,0.037,-1348.34358
2,-0.255,-1073.08409
3,0.516,-2353.73232
4,-0.839,-306.03130